No. 1
C4H11NP | ωB97M-V with the def2-TZVPD basis set

For the largest force on an atom, the calculation gives 5.5 eV Å⁻¹. Its highest occupied orbital energy is -14.4 eV. As for the spin multiplicity: 1. Its total charge is +1. The lowest unoccupied orbital energy is -4.98 eV. As for the frontier orbital gap: 9.43 eV.

Last column: natural (NBO) charge in e.
Geometry (Å):
P  1.35162  1.15557  -0.23683  0.64
N  -0.31725  -0.68521  -2.18685  -0.92
C  0.15008  -0.77252  1.18111  -0.39
C  -1.06058  0.08789  0.73655  -0.56
C  1.38845  0.16780  1.34114  -0.70
C  -0.43481  0.72243  -0.41381  -0.06
H  -1.05745  1.43843  -1.17553  0.25
H  0.49836  -1.42568  0.36060  0.20
H  0.16794  -0.20485  -2.90734  0.41
H  -1.83299  -0.50313  0.47452  0.25
H  -0.24869  -1.66338  -2.02371  0.41
H  -1.29995  -0.44632  -2.36342  0.39
H  1.21304  0.73683  2.27801  0.25
H  0.73010  2.35361  0.24382  0.03
H  2.35247  -0.28472  1.36443  0.25
H  -0.25023  -1.48527  1.93361  0.26
H  -1.35011  0.80850  1.39369  0.27

No. 2
C27H33N3O6PdS | ωB97M-V with the def2-TZVPD basis set

For the largest force on an atom, the calculation gives 0.2 eV Å⁻¹. Its highest occupied orbital energy (alpha / beta) is -7.1 / -7.1 eV. As for the spin multiplicity: 1. Its total charge is 0. The lowest unoccupied orbital energy (alpha / beta) is 0.02 / 0.01 eV. As for the frontier orbital gap (alpha / beta): 7.07 / 7.06 eV.

Last column: Löwdin charge in e.
Geometry (Å):
Pd  -0.07610  0.22264  -0.64848  1.02
S  1.88025  -0.21456  -2.33780  0.51
O  1.43468  1.14738  -1.93480  -0.39
O  2.39904  -0.35762  -3.65862  -0.25
O  -1.30034  1.39621  -3.05784  0.05
O  -0.54026  1.74905  0.76342  -0.08
O  0.72140  -1.11805  -2.02340  -0.37
O  -2.65507  1.78030  -0.90489  -0.13
N  -0.44847  3.48770  -3.19335  -0.14
N  -1.79387  1.65025  2.63214  -0.12
N  -1.07289  -1.03895  0.49262  -0.07
C  -2.04306  2.94670  -1.40103  -0.12
C  -4.86531  -2.43404  -0.69439  -0.11
C  -0.12394  -1.95310  0.99202  -0.30
C  -2.82785  -1.24290  -1.21212  -0.04
C  -4.09775  -1.67874  -1.56745  -0.08
C  -2.30720  -1.54881  0.04482  -0.32
C  -0.62432  1.68443  3.49597  -0.02
C  -3.08350  1.59422  3.30121  -0.02
C  0.34913  3.14212  -4.35649  -0.03
C  -0.46981  4.88437  -2.81739  -0.05
C  4.58320  -2.36844  -0.30883  -0.04
C  6.00683  -1.96271  1.72502  -0.05
C  1.89673  -2.30554  2.28245  -0.10
C  -1.66029  1.69137  1.30912  -0.40
C  3.55519  0.20449  -0.20154  -0.06
C  0.90009  -1.46740  1.81332  -0.04
C  -0.11446  -3.30984  0.65517  -0.02
C  -4.34690  -2.75007  0.55660  -0.10
C  3.13069  -0.68010  -1.17772  -0.28
C  1.88613  -3.65598  1.95906  -0.11
C  -1.23166  2.53324  -2.63114  -0.44
C  3.64401  -1.96838  -1.24110  -0.04
C  0.87469  -4.14780  1.14487  -0.08
C  -3.08825  -2.30956  0.92634  -0.05
C  -2.92652  1.74266  0.45853  -0.12
C  4.50533  -0.20902  0.72132  -0.04
C  5.02345  -1.49821  0.68689  -0.28
H  2.66040  -4.31554  2.32970  0.10
H  -2.80184  3.68917  -1.68333  0.14
H  6.55591  -1.12545  2.15485  0.08
H  2.68518  -1.90064  2.90565  0.10
H  3.14090  1.20327  -0.17001  0.11
H  -3.41312  2.58697  3.61680  0.10
H  -0.08226  3.56523  -5.26842  0.09
H  -0.77941  5.01826  -1.78461  0.08
H  3.30060  -2.65019  -2.00838  0.12
H  -2.98443  0.96568  4.18492  0.10
H  -3.49959  0.82639  0.61812  0.13
H  -4.92997  -3.33964  1.25382  0.10
H  4.97836  -3.37662  -0.34875  0.12
H  -1.13524  5.47012  -3.46015  0.10
H  0.86412  -5.19539  0.86997  0.10
H  0.27019  1.72435  2.88432  0.08
H  -2.69126  -2.55070  1.90569  0.11
H  -3.84046  1.14845  2.66389  0.09
H  0.90958  -0.41141  2.05756  0.09
H  -0.87950  -3.70042  -0.00281  0.12
H  4.84461  0.48197  1.48447  0.11
H  -4.48273  -1.42377  -2.54698  0.11
H  -0.60245  0.79049  4.12039  0.10
H  -5.85112  -2.77527  -0.98210  0.09
H  6.72574  -2.66494  1.30329  0.08
H  0.53694  5.29211  -2.91258  0.09
H  1.36002  3.53124  -4.23010  0.09
H  -1.37573  3.39333  -0.66266  0.12
H  -2.25188  -0.64254  -1.90517  0.09
H  0.39032  2.06176  -4.44519  0.08
H  -3.53979  2.59442  0.78694  0.15
H  -0.66408  2.56649  4.13805  0.10
H  5.48897  -2.47449  2.54030  0.08

No. 3
C30H48N6O3RuSSi | ωB97M-V with the def2-TZVPD basis set

For the largest force on an atom, the calculation gives 0.9 eV Å⁻¹. Its highest occupied orbital energy (alpha / beta) is -9.5 / -10.5 eV. As for the spin multiplicity: 6. Its total charge is +1. As for the expectation value of S²: 8.759. The lowest unoccupied orbital energy (alpha / beta) is -2.12 / -3.11 eV. As for the frontier orbital gap (alpha / beta): 7.33 / 7.37 eV.

Last column: Löwdin spin population.
Geometry (Å):
Ru  -0.00254  -0.00608  -0.68680  3.82
S  1.51255  -1.17558  1.00541  0.17
Si  1.71539  2.76639  -1.91154  0.02
O  1.38631  1.57569  -0.84406  0.23
O  -2.67304  1.62160  2.23588  0.01
O  -1.45287  1.30871  0.38611  0.10
N  -1.69765  -1.34783  0.64996  0.09
N  -3.90073  -0.11181  6.26457  0.00
N  -4.17216  1.86446  5.09116  0.00
N  3.58730  -1.47713  -0.77044  0.01
N  -2.53163  0.41381  4.46243  0.00
N  3.84529  0.19169  0.54631  0.01
C  -2.25909  0.92416  1.28837  0.01
C  0.05074  3.43661  -2.54918  0.01
C  -1.17156  -1.49927  -3.39611  0.05
C  4.97075  0.12501  -0.26114  0.01
C  2.55777  5.45040  -1.02066  0.00
C  3.56789  0.17210  -4.58755  0.00
C  -0.69717  -1.41388  -4.84667  0.01
C  0.01541  -1.35571  -2.44048  0.26
C  3.54205  1.24035  1.53069  0.00
C  -0.72028  2.21420  -3.02495  0.03
C  -3.52962  0.70477  5.27155  0.00
C  0.25056  4.42836  -3.70697  0.00
C  4.75935  5.86318  -0.11757  0.00
C  -3.64709  -1.05378  2.24692  0.00
C  -2.92402  -1.79127  3.37235  0.00
C  -1.91350  -2.81126  -3.15622  0.00
C  -0.69157  4.09173  -1.36771  0.00
C  4.05443  2.38766  -5.38257  0.00
C  3.32480  2.92961  -4.33167  0.00
C  -1.98177  -0.91954  4.21549  0.00
C  -2.80689  -0.50044  1.10101  0.01
C  4.17027  1.00824  -5.51965  0.00
C  2.99439  -0.78367  0.21475  0.02
C  4.13651  3.65841  -0.84629  0.00
C  2.83390  0.72643  -3.54050  0.00
C  5.07747  4.52178  -0.29823  0.00
C  2.68065  2.10954  -3.39808  0.00
C  2.84766  4.09409  -1.19996  0.00
C  3.50506  6.32862  -0.49350  0.00
C  4.81184  -0.92185  -1.08883  0.01
H  -1.23130  -3.65774  -3.28724  0.00
H  5.45037  -1.30741  -1.86670  0.00
H  2.68935  1.80992  1.17363  0.00
H  0.68520  3.93616  -4.58357  0.00
H  -3.96823  2.40883  4.26583  0.00
H  -1.75684  2.46971  -3.28974  0.00
H  0.01956  -2.21463  -5.06382  0.00
H  -4.58071  0.18269  6.94084  0.00
H  2.36876  0.08856  -2.80056  0.00
H  -0.24910  1.73851  -3.89186  0.00
H  -1.12999  -1.64908  1.42966  0.00
H  0.85102  -0.86894  -2.94141  0.03
H  3.30854  0.78516  2.49012  0.00
H  -0.21130  -0.45344  -5.04777  0.00
H  -3.47336  -0.38924  0.24715  0.00
H  -1.87584  -0.67617  -3.24179  0.01
H  -2.33148  -2.85967  -2.14315  0.00
H  4.54181  3.04059  -6.09819  0.00
H  -3.69411  -2.21449  4.02021  0.00
H  -4.90340  2.16746  5.70419  0.00
H  0.33662  -2.31240  -2.01915  0.03
H  4.40660  1.89089  1.62700  0.00
H  -3.35628  -0.92679  6.47744  0.00
H  -1.54150  -1.51522  -5.53664  0.00
H  -2.01189  -2.17234  0.15616  0.00
H  -2.35638  -2.63939  2.97740  0.00
H  -2.51306  1.00725  3.62188  0.00
H  6.06341  4.15695  -0.02842  0.00
H  -1.69562  4.42017  -1.68574  0.00
H  4.40539  2.61722  -1.02378  0.00
H  -0.77043  1.48735  -2.20959  0.02
H  0.91006  5.25759  -3.42512  0.00
H  3.26236  7.38032  -0.38167  0.00
H  -0.71372  4.86325  -4.00984  0.00
H  -1.74809  -1.41909  5.15536  0.00
H  4.72459  0.58756  -6.35064  0.00
H  -4.36042  -1.76199  1.82243  0.00
H  -2.73527  -2.93479  -3.86567  0.00
H  -0.16777  4.96882  -0.98476  0.00
H  -0.82346  3.38704  -0.54349  0.00
H  -4.23380  -0.22970  2.65205  0.00
H  3.67331  -0.90619  -4.67939  0.00
H  1.58834  5.84853  -1.30009  0.00
H  3.14536  -2.25413  -1.22996  0.00
H  5.48805  6.54726  0.30468  0.00
H  3.26431  4.01035  -4.23407  0.00
H  5.78968  0.82046  -0.16631  0.00
H  -1.03479  -0.75974  3.70260  0.00